Entry 1:
Below is a single C4H6N2S molecule, with properties calculated with the ωB97M-V functional and the def2-TZVPD basis.

Last column: Löwdin charge in e.
Positions of all 13 atoms, in Å:
N (-2.71874, 0.17247, -2.22879)  0.15
C (-1.88741, -0.30105, -1.63212)  -0.25
C (-0.79828, -0.79304, -0.86707)  -0.08
C (0.02966, -0.40764, 0.13018)  -0.42
N (1.19159, -1.11620, 0.69809)  0.02
C (-0.22329, 0.74996, 1.07731)  -0.55
S (1.19324, 1.86876, 1.02840)  0.66
H (-0.30849, -1.56075, -1.41698)  0.09
H (1.84331, -1.45923, -0.13470)  0.14
H (1.68251, -0.34930, 1.27916)  0.03
H (-1.00222, 1.30448, 0.54888)  0.05
H (-0.83601, 0.43743, 1.94426)  0.12
H (1.83413, 1.45413, -0.42662)  0.06

Calculated values
LUMO energy = -0.13 eV
energy relative to the best compared isomer or geometry (same formula, charge and spin) = 3.2657 eV

---

Entry 2:
Below is a single C4H6N2S molecule, with properties calculated with the ωB97M-V functional and the def2-TZVPD basis.

Last column: Löwdin charge in e.
Positions of all 13 atoms, in Å:
C (1.81774, -0.93526, 0.06971)  -0.02
N (0.61452, -0.10064, -0.05748)  -0.21
C (0.41599, 1.28474, 0.06787)  -0.03
C (-0.99566, 1.47389, 0.02456)  -0.07
C (-1.46907, 0.12961, 0.07031)  -0.81
S (-3.13363, -0.36548, 0.07511)  0.75
N (-0.55803, -0.76141, -0.03642)  0.02
H (2.59836, -0.24940, -0.01832)  0.05
H (1.87195, -1.38667, 1.12792)  0.11
H (1.81884, -1.74550, -0.67270)  0.09
H (1.28886, 1.89420, -0.00611)  0.10
H (-1.53868, 2.38379, -0.21796)  0.09
H (-2.73120, -1.62185, -0.42649)  -0.08

Calculated values
LUMO energy = 0.94 eV
energy relative to the best compared isomer or geometry (same formula, charge and spin) = 1.5091 eV

---

Entry 3:
Below is a single C4H6N2S molecule, with properties calculated with the ωB97M-V functional and the def2-TZVPD basis.

Last column: Löwdin charge in e.
Positions of all 13 atoms, in Å:
C (1.61424, 1.02466, 0.17546)  -0.09
C (1.87068, -0.36102, -0.41875)  -0.11
N (0.87029, -1.24400, -0.12437)  -0.03
N (-0.28713, -0.89780, 0.34744)  -0.05
C (-1.27753, -0.35824, -0.45552)  -0.17
C (-2.47082, -0.35860, 0.50796)  -0.65
S (-3.88128, 0.04497, -0.21604)  0.62
H (2.60411, 1.19266, 0.40472)  0.03
H (0.86911, 0.99147, 1.04833)  0.10
H (1.10694, 1.57579, -0.62110)  0.07
H (2.90167, -0.60459, -0.65743)  0.10
H (-1.43919, -0.19098, -1.53524)  0.10
H (-2.48108, -0.81431, 1.54454)  0.07

Calculated values
LUMO energy = -0.76 eV
energy relative to the best compared isomer or geometry (same formula, charge and spin) = 4.7419 eV

---

Entry 4:
Below is a single C4H6N2S2 molecule, with properties calculated with the ωB97M-V functional and the def2-TZVPD basis.

Last column: Löwdin charge in e.
Positions of all 14 atoms, in Å:
C (-2.22614, -1.87053, 0.36183)  -0.29
S (-0.46738, -1.63095, -0.29686)  0.87
C (-0.36400, 0.13892, -0.26402)  -1.10
S (-1.50815, 1.22468, -0.32522)  0.77
N (1.02030, 0.53366, -0.22893)  -0.21
C (1.34604, 1.94073, -0.19055)  -0.08
C (2.01617, -0.35527, -0.12467)  -0.36
N (2.88231, -1.08514, 0.04789)  0.18
H (-2.48543, -2.62671, -0.29845)  -0.01
H (-2.45980, -0.74927, 0.30221)  -0.03
H (-2.06368, -2.34504, 1.29387)  0.01
H (1.10943, 2.38716, -1.08882)  0.06
H (0.83921, 2.42943, 0.65724)  0.09
H (2.36112, 2.00833, 0.15450)  0.10

Calculated values
LUMO energy = -0.10 eV
energy relative to the best compared isomer or geometry (same formula, charge and spin) = 2.1021 eV